{
  "formula": "C64H78N3O26SSi",
  "method": "ωB97M-V/def2-TZVPD",
  "e_lumo_ev": -4.49,
  "homo_energy_ha": -0.4039,
  "homo_lumo_gap_ev": 6.496,
  "energy_ev": -144024.7852,
  "total_charge": 1,
  "symbols": ["C", "C", "C", "C", "C", "C", "C", "C", "C", "C", "C", "C", "C", "S", "N", "N", "Si", "C", "C", "C", "C", "C", "C", "C", "C", "N", "C", "C", "O", "C", "C", "O", "C", "C", "C", "H", "H", "H", "H", "H", "H", "H", "H", "H", "H", "H", "H", "H", "H", "H", "H", "H", "H", "H", "H", "H", "H", "H", "H", "H", "H", "H", "H", "H", "H", "H", "H", "H", "H", "H", "H", "H", "H", "H", "H", "H", "H", "H", "H", "H", "H", "H", "H", "H", "H", "H", "H", "H", "H", "C", "C", "C", "O", "C", "C", "C", "O", "O", "O", "H", "H", "H", "H", "C", "C", "C", "O", "C", "C", "C", "O", "O", "O", "H", "H", "H", "H", "C", "C", "C", "O", "C", "C", "C", "O", "O", "O", "H", "H", "H", "H", "C", "C", "C", "O", "C", "C", "C", "O", "O", "O", "H", "H", "H", "H", "C", "C", "C", "O", "C", "C", "C", "O", "O", "O", "H", "H", "H", "H", "C", "C", "C", "O", "C", "C", "C", "O", "O", "O", "H", "H", "H", "H"],
  "coordinates": [[13.2859, -0.5965, -0.9850], [12.1038, 0.2755, -0.2498], [11.2186, 1.1931, -1.3269], [10.6578, 2.5921, -0.6648], [9.0339, 2.5954, -0.4322], [8.2422, 2.4979, -1.8961], [6.9893, 3.5939, -1.9910], [5.5286, 2.8638, -1.7141], [4.3791, 4.0062, -2.1174], [2.9123, 3.3213, -2.4084], [1.7815, 4.4250, -2.9404], [0.4303, 4.3584, -2.0148], [0.3635, 4.9560, -0.4531], [2.0244, 5.6665, 0.1703], [-0.8388, 4.9339, 0.4139], [-1.9884, 4.4052, -0.0921], [-3.3853, 4.5071, 1.1051], [-4.8627, 5.5898, 0.3938], [-3.9460, 2.7884, 1.7668], [-2.8049, 5.5080, 2.6953], [-2.2949, 3.7708, -1.4203], [-3.6992, 3.1118, -1.9354], [-3.9184, 1.5455, -1.3876], [-5.5303, 1.2835, -1.0941], [-5.8203, 0.1564, 0.0599], [-5.3679, -1.2455, -0.2851], [-6.6501, -2.0448, -0.5770], [-7.3618, -1.9539, -2.0870], [-7.2465, -2.8649, 0.2934], [-1.0264, 3.7007, -2.5094], [-1.0955, 3.0358, -3.9998], [-1.0283, 1.5510, -4.0196], [-1.6253, 1.0592, -5.3010], [-1.9529, -0.5562, -5.0619], [-2.8125, -1.2095, -6.3219], [14.1591, 0.0926, -1.3819], [13.7763, -1.3926, -0.2527], [12.8370, -1.2123, -1.8870], [11.3892, -0.4736, 0.3288], [12.6176, 0.9960, 0.5256], [11.9798, 1.4384, -2.2097], [10.3590, 0.5008, -1.7472], [11.1821, 2.7292, 0.3982], [10.9315, 3.5196, -1.3435], [8.7233, 1.6262, 0.1776], [8.7528, 3.5664, 0.1761], [7.8155, 1.4061, -1.9749], [8.9845, 2.7560, -2.7719], [6.9483, 4.0704, -3.0620], [7.0753, 4.4597, -1.2074], [5.4111, 1.9037, -2.4124], [5.4549, 2.6034, -0.5718], [4.7665, 4.5451, -3.0846], [4.3905, 4.7906, -1.2470], [3.0482, 2.5543, -3.2896], [2.4594, 2.7405, -1.4872], [2.2725, 5.4931, -2.7324], [1.5985, 4.3812, -4.0958], [2.7483, 4.4849, 0.5229], [-4.6831, 5.7412, -0.7729], [-5.9061, 5.0510, 0.5532], [-4.8501, 6.6848, 0.8541], [-4.0833, 2.8787, 2.9483], [-3.1432, 1.9568, 1.5855], [-5.0092, 2.5565, 1.3370], [-2.0644, 6.3599, 2.3577], [-2.3649, 4.7650, 3.4842], [-3.7988, 5.9990, 3.1209], [-4.6686, 3.7677, -1.6981], [-3.7303, 2.9958, -3.1244], [-3.5915, 0.8209, -2.2770], [-3.2229, 1.2764, -0.4859], [-6.1375, 0.9935, -2.0706], [-6.0315, 2.2942, -0.7049], [-7.0025, 0.1050, 0.1870], [-5.3987, 0.4192, 1.1253], [-5.0312, -1.6689, 0.6283], [-8.0137, -2.9065, -2.3120], [-6.4561, -1.8492, -2.8450], [-8.0928, -1.0236, -2.1201], [-0.2351, 3.3966, -4.7407], [-2.1058, 3.4012, -4.5194], [-2.6795, 1.5538, -5.5253], [-0.9358, 1.2442, -6.2328], [-0.9057, -1.0830, -4.8927], [-2.6062, -0.5975, -4.0719], [-2.0501, -1.6428, -7.1271], [-3.4799, -2.0693, -5.8575], [-3.4886, -0.3608, -6.8020], [-7.9331, 0.5781, 4.4636], [-7.3958, -0.5868, 4.0961], [-6.2225, -1.1582, 4.8135], [-5.7624, -2.2397, 4.4648], [-5.6520, -0.3845, 5.9273], [-6.1873, 0.7820, 6.2924], [-7.3772, 1.3396, 5.5927], [-7.8581, 2.4053, 5.9630], [-5.6545, 1.5156, 7.3365], [-7.9112, -1.3070, 3.0341], [-8.7873, 1.0039, 3.9524], [-4.7885, -0.8027, 6.4285], [-6.2178, 2.3171, 7.4062], [-7.3517, -2.1113, 2.9683], [8.3445, -1.4126, -3.8983], [7.7143, -2.0596, -4.8807], [7.4255, -3.5174, -4.7862], [6.8280, -4.0806, -5.6966], [7.8817, -4.2339, -3.5850], [8.5150, -3.5875, -2.6043], [8.7791, -2.1247, -2.6868], [9.3470, -1.5548, -1.7612], [8.9489, -4.2552, -1.4738], [7.3052, -1.3974, -6.0237], [8.5589, -0.3527, -3.9529], [7.6812, -5.2966, -3.5371], [9.3752, -3.5703, -0.9138], [6.8736, -2.0812, -6.5809], [4.3260, -2.6575, -0.0321], [3.6754, -3.4809, 0.7922], [2.9255, -4.6593, 0.2757], [2.3532, -5.4088, 1.0592], [2.8988, -4.8755, -1.1793], [3.5465, -4.0500, -2.0037], [4.3189, -2.8879, -1.4850], [4.9193, -2.1575, -2.2661], [3.5233, -4.2457, -3.3724], [3.6753, -3.2693, 2.1587], [4.8768, -1.7986, 0.3299], [2.3353, -5.7253, -1.5426], [4.0660, -3.5190, -3.7491], [3.1377, -3.9995, 2.5357], [-3.1929, -6.2758, -6.4206], [-2.2762, -5.3265, -6.6179], [-2.0152, -4.7732, -7.9756], [-1.1799, -3.8880, -8.1228], [-2.7811, -5.3256, -9.1038], [-3.6954, -6.2774, -8.9068], [-3.9755, -6.8107, -7.5455], [-4.8348, -7.6725, -7.3935], [-4.4168, -6.8029, -9.9630], [-1.5348, -4.8207, -5.5658], [-3.3944, -6.6854, -5.4388], [-2.5689, -4.9272, -10.0876], [-5.0136, -7.4728, -9.5635], [-0.9424, -4.1466, -5.9644], [0.0163, -3.3185, 3.7862], [0.9235, -3.1795, 4.7550], [0.6768, -2.2910, 5.9243], [1.5212, -2.1981, 6.8082], [-0.5906, -1.5450, 5.9677], [-1.4962, -1.6815, 4.9971], [-1.2610, -2.5909, 3.8423], [-2.1200, -2.7094, 2.9750], [-2.6882, -0.9814, 5.0303], [2.1275, -3.8581, 4.7078], [0.1817, -3.9626, 2.9318], [-0.7495, -0.8892, 6.8140], [-3.1722, -1.2518, 4.2197], [2.6088, -3.5922, 5.5214], [-7.2555, 2.7464, 11.3808], [-7.8857, 2.0995, 10.3984], [-8.1745, 0.6416, 10.4929], [-8.7720, 0.0784, 9.5825], [-7.7183, -0.0749, 11.6941], [-7.0850, 0.5716, 12.6748], [-6.8209, 2.0343, 12.5923], [-6.2530, 2.6042, 13.5179], [-6.6511, -0.0962, 13.8053], [-8.2948, 2.7616, 9.2554], [-7.0411, 3.8063, 11.3262], [-7.9188, -1.1375, 11.7420], [-6.2248, 0.5887, 14.3653], [-8.7264, 2.0778, 8.6982]]
}